(1)
A molecular structure, C50H47BrIrN5O2P2Te, computed with ωB97M-V/def2-TZVPD.

CARTESIAN COORDINATES (ANGSTROEM)
1 Ir -1.066 -2.372 0.295
2 C 1.180 -3.825 -1.368
3 N 0.419 -4.316 -0.198
4 C 1.260 -4.744 0.903
5 C 1.102 -3.772 2.024
6 N 0.430 -2.646 1.949
7 C 0.422 -2.116 3.256
8 C -0.219 -1.005 3.796
9 C -0.021 -0.741 5.135
10 C 0.780 -1.567 5.941
11 C 1.388 -2.693 5.425
12 C 1.187 -2.937 4.073
13 N 1.603 -3.985 3.252
14 C 0.200 -3.196 -2.326
15 N -0.832 -2.470 -1.587
16 C -0.588 -1.247 -3.832
17 C -0.716 0.247 -4.023
18 C -0.415 0.849 -5.196
19 C 0.139 0.128 -6.284
20 C 0.489 -1.225 -6.097
21 C 0.206 -1.874 -4.942
22 N -0.052 -3.847 -3.563
23 H 1.727 -4.632 -1.855
24 H 1.902 -3.090 -1.010
25 H -0.227 -5.046 -0.472
26 H 2.308 -4.790 0.598
27 H 0.988 -5.741 1.253
28 H -0.917 -0.425 3.213
29 H -0.521 0.109 5.584
30 H 0.896 -1.336 6.992
31 H 1.967 -3.363 6.046
32 H 2.123 -4.796 3.541
33 H -1.139 0.848 -3.230
34 H -0.598 1.912 -5.307
35 H 0.344 0.623 -7.222
36 H 1.031 -1.748 -6.879
37 H 0.038 -4.853 -3.537
38 C 4.374 1.770 3.161
39 Te 2.782 0.904 2.049
40 C 4.031 -0.579 1.211
41 H 5.056 2.307 2.506
42 H 4.894 0.962 3.671
43 H 3.943 2.449 3.894
44 H 4.397 -1.200 2.027
45 H 4.867 -0.103 0.701
46 H 3.436 -1.164 0.512
47 C 1.201 1.909 -1.253
48 P 0.868 0.234 -0.523
49 C 1.097 -0.818 -1.985
50 C 0.019 -1.702 -2.477
51 C 0.792 -3.213 -4.594
52 C 2.264 -2.984 -4.179
53 C 2.833 -2.044 -3.403
54 C 2.330 -0.993 -2.483
55 C -0.939 0.299 -0.095
56 C -2.053 0.160 -0.944
57 C -3.317 0.541 -0.523
58 C -3.506 1.074 0.745
59 C -2.422 1.222 1.602
60 C -1.159 0.843 1.183
61 P 1.988 3.098 -0.098
62 C 0.598 3.735 0.893
63 C 0.781 3.987 2.252
64 C -0.229 4.575 3.006
65 C -1.426 4.923 2.397
66 C -1.610 4.692 1.037
67 C -0.603 4.106 0.288
68 C 2.430 4.503 -1.173
69 C 2.448 5.794 -0.635
70 C 2.744 6.881 -1.442
71 C 3.049 6.691 -2.785
72 C 3.072 5.410 -3.316
73 C 2.775 4.318 -2.513
74 H 0.308 2.366 -1.682
75 H 1.912 1.722 -2.059
76 H -1.596 -1.699 -3.835
77 H 0.788 -3.865 -5.465
78 H 2.972 -3.638 -4.681
79 H 3.919 -2.077 -3.402
80 H 3.124 -0.349 -2.104
81 H -1.949 -0.270 -1.922
82 H -4.161 0.409 -1.190
83 H -4.499 1.369 1.067
84 H -2.561 1.625 2.598
85 H -0.316 0.999 1.847
86 H 1.738 3.778 2.715
87 H -0.076 4.777 4.059
88 H -2.212 5.391 2.977
89 H -2.537 4.982 0.558
90 H -0.754 3.946 -0.774
91 H 2.225 5.958 0.413
92 H 2.731 7.878 -1.022
93 H 3.281 7.540 -3.414
94 H 3.322 5.256 -4.358
95 H 2.814 3.329 -2.950
96 Br -3.749 -1.132 4.490
97 C -5.027 -1.557 3.157
98 C -6.353 -1.378 3.520
99 C -7.367 -1.634 2.609
100 C -7.065 -2.076 1.329
101 C -5.743 -2.258 0.971
102 C -4.704 -2.004 1.873
103 C -3.334 -2.224 1.374
104 O -2.287 -2.135 2.074
105 O -3.146 -2.521 0.138
106 H -6.587 -1.042 4.520
107 H -8.397 -1.483 2.906
108 H -7.853 -2.278 0.616
109 H -5.486 -2.611 -0.018

## Properties
Net charge = +2
⟨S²⟩ = 6.06
Spin multiplicity = 5
Relative energy (zero: lowest compared OMol25 entry of this formula, charge and spin) = 539.12 kJ/mol
HOMO (alpha / beta) = -0.403 / -0.469 Eh
Frontier orbital gap (alpha / beta) = 5.9252 / 5.9319 eV

Atom charges from the Löwdin analysis, given in e for atoms 1 to 2: 1.4691 -0.1075

=====

(2)
A molecular structure, C50H47F4N4O2Sb2Tl at a distorted geometry, computed with ωB97M-V/def2-TZVPD.

CARTESIAN COORDINATES (ANGSTROEM)
1 Tl -4.165 9.243 24.408
2 C -6.503 8.965 26.970
3 N -5.754 10.024 26.285
4 C -6.640 11.031 25.748
5 C -4.785 10.568 27.236
6 C -3.615 9.657 27.555
7 N -3.141 8.816 26.456
8 C -2.036 8.079 26.637
9 C -1.563 7.280 25.547
10 F -2.416 7.194 24.485
11 C -0.445 6.534 25.589
12 F -0.083 5.875 24.442
13 C 0.356 6.400 26.740
14 C -0.142 7.094 27.863
15 F 0.514 7.013 29.038
16 C -1.279 7.872 27.812
17 F -1.765 8.422 28.954
18 H -7.077 9.336 27.813
19 H -5.818 8.151 27.225
20 H -7.216 8.560 26.262
21 H -7.173 11.557 26.589
22 H -7.406 10.633 25.150
23 H -6.072 11.778 25.183
24 H -5.326 10.853 28.178
25 H -4.312 11.480 26.775
26 H -3.929 9.034 28.394
27 H -2.768 10.324 27.929
28 H 1.224 5.759 26.784
29 O -6.780 12.594 16.300
30 C -5.914 12.465 17.349
31 O -5.146 13.394 17.620
32 C -5.914 11.271 18.262
33 C -4.840 11.103 19.156
34 C -4.957 10.241 20.227
35 C -6.087 9.406 20.372
36 C -7.165 9.594 19.497
37 C -7.069 10.466 18.430
38 N -6.032 8.504 21.411
39 C -7.044 7.782 21.787
40 C -6.976 6.782 22.845
41 C -8.133 6.049 23.143
42 C -8.079 5.042 24.111
43 C -6.831 4.687 24.634
44 C -5.735 5.471 24.279
45 N -5.843 6.561 23.513
46 H -7.139 11.761 15.958
47 H -3.936 11.681 18.910
48 H -4.134 10.095 20.919
49 H -8.038 8.951 19.700
50 H -7.903 10.570 17.739
51 H -8.049 7.730 21.291
52 H -9.046 6.283 22.613
53 H -9.015 4.510 24.369
54 H -6.723 3.942 25.393
55 H -4.757 5.183 24.666
56 C -0.468 10.981 23.529
57 C -0.075 10.519 22.087
58 C -0.085 8.964 22.061
59 Sb -1.832 8.089 21.150
60 C -1.659 5.941 21.396
61 C -2.831 5.238 21.229
62 C -2.932 3.862 21.479
63 C -1.775 3.138 21.818
64 C -0.603 3.843 21.958
65 C -0.534 5.210 21.756
66 C -0.810 8.181 19.254
67 C 0.339 7.373 19.008
68 C 0.939 7.326 17.773
69 C 0.473 8.115 16.720
70 C -0.606 8.993 16.947
71 C -1.239 9.011 18.225
72 Sb -1.182 13.019 24.021
73 C -2.968 13.394 22.842
74 C -4.043 14.004 23.537
75 C -5.013 14.716 22.795
76 C -4.926 14.788 21.393
77 C -3.919 14.057 20.724
78 C -2.957 13.386 21.454
79 C 0.016 14.461 23.032
80 C 1.094 14.210 22.147
81 C 1.832 15.246 21.562
82 C 1.463 16.578 21.799
83 C 0.359 16.891 22.633
84 C -0.322 15.823 23.260
85 H 0.426 10.906 24.178
86 H -1.277 10.321 23.919
87 H 0.934 10.865 21.882
88 H -0.786 10.926 21.375
89 H 0.021 8.588 23.114
90 H 0.800 8.527 21.519
91 H -3.716 5.785 20.899
92 H -3.878 3.398 21.174
93 H -1.856 2.079 22.008
94 H 0.266 3.298 22.275
95 H 0.407 5.727 21.915
96 H 0.720 6.711 19.765
97 H 1.841 6.683 17.682
98 H 0.935 8.021 15.731
99 H -0.978 9.668 16.162
100 H -2.016 9.727 18.459
101 H -4.103 13.959 24.615
102 H -5.803 15.244 23.340
103 H -5.655 15.355 20.836
104 H -3.925 13.932 19.611
105 H -2.187 12.883 20.908
106 H 1.392 13.166 21.966
107 H 2.647 14.971 20.909
108 H 2.031 17.368 21.326
109 H 0.104 17.890 22.949
110 H -1.119 16.154 23.940

## Properties
Net charge = +2
Relative energy (zero: lowest compared OMol25 entry of this formula, charge and spin) = 0.00 kJ/mol
HOMO (alpha / beta) = -0.453 / -0.453 Eh
Frontier orbital gap (alpha / beta) = 2.3449 / 2.3197 eV

Atom charges from the Löwdin analysis, given in e for atoms 1 to 2: 0.9141 -0.0583